Entry from OMol25: C17H40NNdP as an isolated structure at a distorted geometry (ωB97M-V/def2-TZVPD).

Spin multiplicity: 4
Gap between HOMO and LUMO (alpha / beta): 5.999 / 5.959 eV
Total charge: +3
Highest occupied orbital energy (alpha / beta): -17.037 / -16.894 eV

Last column: Löwdin charge in e.
Cartesian coordinates (Å):
Nd 3.0202 -5.0047 3.5015  1.86
P 1.4500 2.9437 -2.3866  0.84
N 1.4314 4.3521 -1.2836  -0.13
C -0.9975 0.4394 0.1415  -0.21
C -2.5298 0.3650 0.7348  -0.19
C -0.2801 0.3129 3.8581  -0.20
C 1.6520 1.4635 -3.5772  -0.47
C 1.1544 -3.8720 0.2433  -0.10
C -2.2862 0.0899 -3.6391  -0.12
C -1.0513 1.1191 -4.0589  -0.23
C 1.0443 -3.7931 1.8840  -0.36
C -2.5796 -0.0189 2.3506  -0.21
C 3.0178 0.5763 -3.3291  -0.12
C 0.3872 0.4200 -3.6122  -0.22
C -0.5613 -1.1051 4.6291  -0.19
C -1.6924 0.9966 3.2802  -0.19
C 0.2620 -2.3772 2.3112  -0.19
C -0.5500 1.9227 -0.3991  -0.21
C 0.1160 -2.4267 3.9416  -0.21
C 1.0467 1.8428 -0.8748  -0.28
H -1.2191 2.2720 -1.3063  0.11
H -0.2359 0.1129 0.9764  0.08
H 0.0866 1.0775 4.6990  0.13
H -1.0404 1.1841 -5.2405  0.13
H 0.2652 -0.2175 -2.6192  0.09
H -0.9513 -0.2964 -0.7793  0.08
H 0.4702 4.6075 -0.9661  0.07
H 0.6222 -0.3799 -4.4645  0.15
H -0.6161 -3.3391 4.1812  0.14
H 0.5764 0.2894 3.0605  0.09
H 1.1563 -2.7460 4.4255  0.07
H -3.0905 -0.5139 0.1539  0.12
H 0.1009 -4.1180 -0.2038  0.12
H -0.0841 -1.0149 5.7199  0.13
H -3.3079 0.6728 -3.4821  0.10
H -2.0411 -0.5348 -2.6599  0.06
H 1.9414 5.1798 -1.6836  0.09
H 0.9507 -1.5164 1.8995  0.12
H 1.7420 1.9198 -4.6708  0.15
H 0.4425 3.5732 -3.2054  0.10
H -3.1359 1.3445 0.5066  0.13
H -3.7169 0.1494 2.6680  0.13
H -2.3696 -1.1588 2.5085  0.09
H -1.4976 2.0436 2.7631  0.12
H 1.9465 -4.6744 -0.1048  0.09
H 2.8601 3.2592 -2.6472  0.10
H 4.0041 1.2384 -3.4205  0.10
H 3.0190 -0.2683 -4.1697  0.11
H -2.4862 -0.6747 -4.5124  0.09
H 1.4109 0.7211 -0.9750  0.08
H -1.2002 2.2015 -3.6296  0.08
H 0.5462 -4.7281 2.3864  0.11
H -2.3438 1.2274 4.2458  0.13
H 2.1584 -3.6425 2.2832  -0.06
H 1.6576 2.3002 0.0401  0.12
H -0.6837 2.7091 0.4608  0.12
H -1.7249 -1.2374 4.8192  0.14
H -0.7815 -2.4369 1.7376  0.15
H 2.9993 0.0054 -2.2973  0.08
H 1.5165 -2.8369 -0.2125  0.11

Atomic forces in eV per Å
0.4234 -1.0438 1.0800
1.3760 -0.7716 2.0348
-0.2537 1.7494 0.0238
-0.3393 0.2691 -0.3709
-0.1289 -0.9982 0.0020
-0.4343 1.4493 0.9307
0.1543 -3.5245 -3.3044
0.3708 -0.1508 -0.1256
-0.4306 0.1543 -0.2318
0.0434 -1.2263 -0.3493
-0.0943 1.7596 -1.2932
-1.3456 1.2208 -0.6686
0.1385 0.0921 -0.0489
-0.6525 0.0610 -0.5992
0.6423 0.4164 1.0991
-0.0418 -0.6467 0.8576
0.5665 -1.7718 0.1295
0.0207 -0.3260 -0.2492
-1.5995 -0.6870 -0.5263
-0.1303 -0.6418 2.1114
1.1553 -0.8908 1.8480
-1.4299 0.6258 -1.7165
-0.6410 -1.6850 -1.9257
-0.0414 0.1396 2.5195
0.3437 1.6008 -1.9462
0.2016 1.3984 1.9214
0.9295 0.0795 -0.4730
-0.2812 1.7645 1.7922
1.6065 1.8148 -0.5052
-1.6673 -0.1709 1.4287
-1.5302 0.9225 -0.7763
1.1289 1.9872 1.2369
2.0987 0.3545 0.9081
-1.1006 -0.2418 -2.3882
2.2765 -1.1998 -0.2627
-0.4929 1.4403 -2.0286
-0.9231 -0.7585 0.4930
-1.6198 -1.6612 0.9046
-0.1877 -0.6420 2.3156
0.3346 -0.4826 0.1978
1.3140 -1.8261 0.5999
2.4583 -0.5421 -0.6966
-0.1550 2.2204 -0.2083
-0.3029 -2.3209 0.9417
-1.7622 1.4428 0.6080
-1.1487 -0.1915 -0.0246
-2.1836 -1.5490 0.2229
0.0484 2.0158 1.7325
0.5392 1.5218 1.7938
-0.9986 2.4216 -0.1468
0.2505 -2.1441 -0.6895
0.8070 1.3468 -0.8102
1.4648 -0.4294 -2.0183
-2.2310 0.8243 -1.4000
-1.0019 -0.7509 -2.2386
0.3730 -1.4781 -1.6888
2.5360 0.0455 -0.6766
2.3271 0.4395 1.4073
0.0565 1.3104 -2.0066
-0.8361 -2.1360 1.2541



Entry from OMol25: C20H19FN6O in the gas phase at a distorted geometry (ωB97M-V/def2-TZVPD).

Spin multiplicity: 1
Gap between HOMO and LUMO: 7.507 eV
SMILES string: CN(CCc1cnn(-c2nccc3c(=O)[nH]cnc23)c1)Cc1ccc(F)cc1
Highest occupied orbital energy: -7.825 eV

Last column: Löwdin charge in e.
Cartesian coordinates (Å):
F 6.0397 -4.8552 1.8098  0.05
O -1.9665 6.5604 1.9746  0.05
N -1.6412 1.8184 -1.7341  -0.07
N -1.8532 2.6578 1.1504  0.11
N -1.7884 4.4847 2.6201  0.15
N -2.5553 3.9486 -2.2729  0.12
N 0.6571 -2.0974 -0.1859  -0.19
N -1.1103 1.4527 -2.9218  0.09
C -2.8853 5.2450 -2.1046  -0.08
C 3.0879 -2.7702 1.7427  -0.10
C -1.5002 -0.3948 -1.8419  -0.21
C -2.0723 5.3617 1.6497  -0.41
C 2.6514 -4.7056 0.5119  -0.03
C -1.1140 0.1720 -3.0761  -0.09
C -2.1300 3.0398 -1.3574  -0.16
C 1.3134 -0.7137 -0.1182  -0.01
C 2.1859 -3.5515 1.1054  -0.24
C 4.8451 -4.3443 1.4537  -0.24
C 0.7649 -3.0836 0.8848  -0.15
C 4.0060 -5.1071 0.6418  0.00
C -0.0565 -2.4070 -1.4080  -0.24
C -1.4409 -1.8791 -1.5388  -0.14
C 4.3760 -3.1031 2.0727  0.03
C -2.7879 5.6461 -0.7507  0.02
C -2.0725 3.4728 0.0348  -0.11
C -1.8221 0.6911 -1.0534  -0.06
C -2.2675 4.8322 0.3133  -0.07
C -1.7811 3.1499 2.3546  -0.12
H 1.9561 -5.4199 -0.0334  0.13
H 0.5250 -2.1266 -2.3247  0.13
H -1.9696 -2.3637 -2.3261  0.11
H 0.4227 -2.5912 1.8219  0.12
H -1.6780 4.8550 3.5435  0.16
H -2.8745 6.6207 -0.3086  0.10
H -1.7591 2.4377 3.1505  0.12
H 4.1492 -6.0899 0.2819  0.10
H 1.0603 -0.3927 0.9188  0.09
H -0.6609 -0.2434 -3.9133  0.10
H 2.7443 -1.8148 2.0611  0.10
H -3.2794 5.8392 -2.9522  0.12
H 4.9682 -2.3873 2.6339  0.11
H -1.9576 -2.0309 -0.6055  0.11
H 0.9748 -0.0314 -0.7964  0.03
H 2.4140 -0.9707 -0.2407  0.10
H -2.1349 0.5587 0.0286  0.14
H 0.0969 -3.9143 0.6877  0.12
H -0.0799 -3.4553 -1.5840  0.10

Atomic forces in eV per Å
0.0863 0.2940 -0.2475
-0.8951 -1.2058 -1.2233
0.6583 -2.1090 -0.9750
0.1079 -0.5846 0.4554
-0.2755 -2.3752 0.4432
0.8644 -2.0936 -0.7791
-0.6445 1.3403 -1.4493
-0.3911 3.9298 -2.8191
0.1960 -1.5046 3.4833
0.5908 1.3043 1.3688
-0.2002 -0.5765 0.2963
1.2008 3.9108 0.3569
0.1150 -1.2760 -0.4553
-0.0005 0.8177 3.0390
-0.6298 4.8457 0.4221
1.4044 -5.0727 3.3695
-1.0713 -1.3020 -1.7766
-1.0675 1.0700 1.1638
0.3224 1.7965 0.3437
-1.6166 1.3232 1.0854
1.7967 0.0584 -0.7524
-0.7122 2.0334 0.6965
0.9463 -2.2671 -2.0873
1.2956 0.8817 0.7076
0.3760 0.2337 1.0917
-1.0304 -3.8784 3.1907
-1.7615 -0.7829 -3.3964
-0.1719 -0.4995 -2.3298
0.8739 1.1175 0.6781
-0.1056 0.3865 0.6547
-0.4459 -0.6906 -0.6138
0.0447 -0.3544 -0.1855
0.0781 0.1513 0.3281
-0.5956 0.9421 -0.8313
0.2717 -0.0653 0.6513
1.1834 -0.7204 -0.2770
0.6520 0.3638 -0.6358
0.4911 -0.6961 -1.3849
-0.2747 0.6851 0.5237
0.4418 -0.5259 0.7350
0.2749 -0.5456 -0.0662
-0.4050 -0.3782 0.3759
-1.0668 1.4080 -1.9798
-1.0030 1.1654 0.2584
0.2916 0.8517 -1.7237
-0.0605 -0.1016 -0.1655
-0.1389 -1.3051 0.4357



Entry from OMol25: C9H17N3P2 in the gas phase at a distorted geometry (ωB97M-V/def2-TZVPD).

Spin multiplicity: 1
Gap between HOMO and LUMO: 7.875 eV
SMILES string: CP(C)/N=c1\ccccn1P(C)(C)=N
Energy above the lowest of the compared OMol25 structures with the same formula, charge and spin: 0.5083 eV
Highest occupied orbital energy: -7.445 eV

Last column: Löwdin charge in e.
Cartesian coordinates (Å):
P -0.6545 2.2410 1.1035  0.80
P -0.5646 -1.5279 -0.1509  0.65
N -0.2489 0.7942 0.4790  -0.29
N 1.0641 -0.7830 -0.3038  -0.09
N -0.9331 -1.9322 1.3042  -0.19
C 2.2126 -1.4343 -0.3505  -0.09
C -1.4216 -0.6551 -1.5489  -0.18
C 1.0003 0.4214 0.2797  -0.41
C -1.3420 3.1031 -0.4232  -0.28
C 3.4285 -0.8296 0.0349  -0.05
C -2.2976 1.6629 1.9223  -0.26
C -0.1233 -2.9732 -1.1228  -0.23
C 3.3890 0.4810 0.5976  -0.07
C 2.2112 1.1419 0.6548  -0.03
H -2.1307 3.7508 -0.2645  -0.01
H 2.2209 -2.4455 -0.6210  0.09
H 0.3976 -2.6589 -2.0318  0.05
H -2.2600 -1.2699 -1.9007  0.05
H 4.2949 0.9648 1.0276  0.12
H -0.4739 3.4707 -1.1489  0.08
H -1.4967 -1.1738 1.8167  0.00
H -2.2244 1.8748 3.0439  0.04
H -1.9480 0.2531 -1.4338  0.00
H -0.8131 -0.6698 -2.4805  0.07
H 0.4895 -3.7976 -0.6471  0.07
H 2.1561 1.9758 1.2415  0.05
H -1.6958 2.2673 -0.9725  -0.03
H -3.2637 2.0211 1.4973  0.04
H -1.0906 -3.4610 -1.4660  0.07
H -2.1783 0.6018 1.7441  -0.04
H 4.2959 -1.4140 0.1199  0.08

Atomic forces in eV per Å
-1.5595 2.6156 1.3257
0.4458 0.3753 -1.2938
1.5507 -1.7282 -0.8815
-0.6389 -0.2638 0.3229
-1.8109 1.5004 0.5213
4.0662 1.1652 0.9143
-0.6996 -1.7978 -1.1066
-0.7442 3.0470 0.8185
3.7901 -1.4139 -1.3138
-2.6466 -0.1841 -0.0666
0.7704 0.8645 0.7001
-0.6743 -2.2770 -0.3688
0.5821 -0.0789 -0.2753
-0.3074 -2.8589 -0.8566
-1.2660 1.7353 0.3776
-0.1427 -1.1548 -0.4931
-0.0757 0.0197 0.0944
0.0421 -0.6552 0.3627
-0.6897 -0.5834 -0.4461
-1.7810 -0.1692 1.8647
1.3949 -1.6603 -0.9859
-0.3191 -0.2940 -1.5867
0.2807 1.2167 0.6642
0.1710 0.3799 0.9129
-0.7877 1.1311 -0.1881
-0.5219 2.3376 0.9673
-0.8059 -0.7699 -0.6859
0.8168 -0.1091 0.2839
1.0993 0.5345 0.4773
-0.5141 -0.2335 0.2267
0.9752 -0.6907 -0.2856



Entry from OMol25: a 13-piece molecular cluster, C15H56N10O18 overall at a distorted geometry (ωB97M-V/def2-TZVPD).

Spin multiplicity: 1
Gap between HOMO and LUMO: 9.377 eV
Energy above the lowest of the compared OMol25 structures with the same formula, charge and spin: 3.0653 eV
Highest occupied orbital energy: -9.401 eV

Last column: Löwdin charge in e.
Cartesian coordinates (Å):
O 1.3894 -4.3167 -6.2758  -0.06
O -3.2496 0.0862 4.7711  0.00
O 1.5944 5.6320 4.1417  -0.09
O -6.4816 5.4496 2.3086  -0.07
O -3.9484 4.0114 2.6597  -0.09
O 1.9634 1.5924 -7.3416  -0.07
O 4.2445 6.9199 4.9224  -0.05
O -4.7833 -5.2506 -1.5775  -0.01
O 0.0542 -5.3290 2.5041  -0.09
O -1.3091 -1.6686 -4.9456  -0.04
O -1.3622 4.8021 -1.8341  -0.05
O 1.7415 1.1249 1.2348  0.05
O 6.6453 -3.4749 -1.6015  0.01
O 0.4631 -3.4883 4.7875  -0.07
O 2.6130 -2.0410 -4.4170  -0.07
O 4.8187 -0.5503 2.8203  -0.05
O -3.7121 -0.3186 -0.7637  0.06
O 3.7588 1.8116 -5.0177  -0.05
N -5.1440 1.3417 -0.8305  0.16
N -0.4479 0.9963 1.1805  0.17
N -5.2064 -0.1300 -2.4042  0.16
N -3.8095 -6.4632 0.0764  0.15
N 4.9765 -2.3031 -0.6841  0.16
N -4.0848 -1.5602 6.0274  0.17
N 6.2359 -3.4052 0.6292  0.15
N -4.7335 -1.3334 4.0137  0.18
N -3.0321 -4.5354 -0.3307  0.17
N 0.7398 0.1182 -0.4202  0.17
C 2.5577 -3.5304 -6.4486  -0.23
C 2.9529 5.0519 4.0721  -0.20
C 0.5347 -3.0459 3.3830  -0.21
C -3.9036 -5.4000 -0.6946  -0.76
C 0.7448 0.7817 0.7022  -0.83
C 2.9276 2.6205 -7.2384  -0.24
C -5.4864 5.7765 3.2711  -0.25
C 3.2071 -3.1340 -5.0702  -0.24
C 4.0765 2.2056 -6.3187  -0.26
C 0.9264 -4.1763 2.4354  -0.23
C 6.0586 -2.9978 -0.6298  -0.76
C -4.0692 5.4289 2.8967  -0.22
C -3.9985 -0.8819 4.9320  -0.84
C -4.5901 0.2430 -1.2978  -0.82
C 3.8724 5.6087 5.1707  -0.28
H 1.1368 5.0726 4.7736  0.07
H 2.4494 -2.5997 -7.0056  0.11
H -5.8337 5.1026 4.0543  0.11
H 1.2508 -2.2275 3.3088  0.11
H 3.3156 2.7723 -8.2457  0.11
H -3.5686 3.6080 3.4436  0.08
H 5.0118 2.7647 -6.2960  0.12
H 4.1323 0.0694 2.5732  0.02
H -4.9726 -1.0782 -2.6621  0.12
H 4.4451 1.2724 -6.7447  0.11
H -5.5483 -1.9233 4.1041  0.13
H 1.7748 1.3075 -8.2387  0.08
H 4.2250 -2.8192 -5.3001  0.11
H -0.7147 1.3223 2.0985  0.12
H -2.4255 -4.8425 0.4162  0.10
H 3.3127 0.9656 -5.1003  0.07
H 3.3790 5.5926 6.1425  0.12
H 3.3521 5.2694 3.0814  0.12
H -3.2070 -1.3568 6.4837  0.12
H 2.8567 3.9708 4.1730  0.11
H -4.5673 -7.1308 0.0616  0.12
H 0.3169 -2.7635 5.3998  0.07
H -0.3986 -2.6258 3.0083  0.11
H 2.5255 3.5967 -6.9671  0.11
H 6.8942 -4.1141 0.9195  0.11
H 4.9231 6.8891 4.2441  0.09
H -0.1676 -0.3054 -0.5519  0.10
H -6.4899 4.4906 2.2648  0.07
H -3.2461 5.7546 3.5326  0.12
H 4.6630 -1.8345 0.1538  0.10
H -1.6471 4.2302 -1.1214  0.02
H -4.8225 1.8762 -0.0360  0.11
H -3.2959 -3.5608 -0.3555  0.12
H 1.5135 0.0456 -1.0653  0.12
H 0.9402 -3.9611 1.3669  0.12
H -4.7049 -2.3314 6.2295  0.12
H -5.9294 1.7759 -1.2938  0.10
H 4.6976 -2.0083 -1.6090  0.12
H -3.0311 -6.6075 0.7036  0.11
H 3.1246 -4.2621 -7.0241  0.12
H 0.5296 -6.0411 2.0699  0.08
H 5.6266 -0.0378 2.7911  0.04
H -5.6642 6.7922 3.6243  0.12
H 1.9145 -4.4755 2.7851  0.11
H -1.1787 0.9748 0.4837  0.10
H 5.7192 -2.8714 1.3135  0.08
H -2.1084 -1.4990 -4.4471  0.03
H 1.7152 -1.9214 -4.7352  0.06
H 4.7754 5.0025 5.2435  0.11
H -6.0384 0.3999 -2.6210  0.11
H -4.5825 -0.6757 3.2622  0.13
H 3.2805 -3.9977 -4.4093  0.12
H -0.9425 5.5419 -1.3950  0.03
H 0.7328 -3.6980 -5.9477  0.06
H -3.8630 5.8714 1.9221  0.12
H -1.3309 -1.0302 -5.6585  0.03

Atomic forces in eV per Å
-0.6794 1.0975 0.0890
0.4029 -0.0487 0.1265
1.4921 -0.5505 -0.1393
0.3863 0.5631 -1.1191
-0.1216 0.1922 0.1090
-0.5973 -0.3675 1.0351
0.2947 1.1313 -0.1435
1.3173 -0.0800 1.4499
-0.2338 0.5119 0.4475
0.3325 -0.1894 -0.0474
-0.0865 -0.0352 -0.2473
4.0013 1.4094 2.3561
0.2040 0.6727 0.2270
0.1049 -0.4932 -1.7456
-0.4802 0.4260 0.0379
0.0797 -0.4117 -0.0570
4.0105 -2.5891 1.9312
-0.7001 0.6159 0.9279
-1.6747 3.8452 1.7262
-4.5830 0.5512 0.7115
-0.3163 -1.2237 -1.9990
-0.7035 -3.7210 1.2087
-3.4262 3.3855 -1.3899
1.4607 -0.7673 4.4099
1.1434 -0.3325 2.5659
-3.0857 -0.3932 -5.9070
3.5997 4.2292 0.8260
-1.2727 -1.9740 -2.9550
0.7414 -0.8545 1.4326
-1.1232 0.4125 0.7150
-0.7412 0.1581 0.4855
-4.5322 -0.9142 -2.8404
1.2531 0.3060 0.4673
0.8718 0.6410 -0.7360
-1.1072 -1.0299 1.4051
0.7096 -0.6893 -1.6154
0.7382 -2.1086 -0.9667
0.3525 -1.1145 0.8924
2.1290 -4.0380 -1.2289
0.2832 -0.3733 -1.4588
1.8937 2.1749 1.1487
-1.8569 1.4547 -0.3542
-0.4509 -0.8049 -0.4192
-0.2067 0.1074 0.0482
-0.4418 0.0034 -0.3319
0.8253 0.2619 1.0771
0.3209 -0.1666 -0.1898
0.5474 0.1668 0.0083
-0.0687 -0.1537 0.0869
-0.6045 1.0163 -0.0424
-0.4280 0.2378 -0.1649
-0.7785 0.1641 -0.5420
0.1375 -0.1970 -0.8051
0.3685 0.2395 -0.1114
0.3548 0.3932 -0.0112
0.2075 -0.0658 0.0252
0.6885 -0.0058 -0.2657
-0.0080 0.8159 -0.0142
-0.1699 -0.0730 0.2287
-0.1471 -0.0913 -0.0336
-0.0572 0.1153 0.0370
-0.4964 -0.7468 1.3517
0.1404 -0.1365 -0.0504
0.4749 -0.0653 -0.1911
0.0104 0.3430 -0.4446
-0.4780 -0.0219 0.4931
-0.5929 -0.1858 0.3881
-0.0478 0.4809 -0.3012
0.0210 0.2744 -0.0785
0.5844 -0.4090 -1.1934
-0.0036 -0.0767 -0.1606
-0.4773 0.2371 0.5014
-0.3633 0.1903 -0.5496
-0.0585 -0.1689 0.1798
0.3435 -0.5354 -0.1219
0.3985 -0.0534 -0.3069
-0.3060 -0.0197 0.3922
0.3284 1.1158 0.2165
0.6084 0.1599 -0.1527
0.2969 -0.1006 0.0985
-0.1449 0.3650 0.3522
-0.4829 -0.0722 -0.0664
0.9857 0.6367 0.1453
-0.0088 -0.0888 0.0434
0.2394 0.1137 0.0100
0.2969 0.0951 -0.3579
0.2754 -0.2025 -0.3053
-0.3588 -0.0116 0.5584
0.4294 -0.6091 0.4240
-0.1786 -0.0248 0.2125
-0.2399 0.0075 0.1541
0.0151 -0.4711 0.0486
0.1001 -1.0452 -0.6426
-1.0995 -0.5664 -0.9370
-0.2429 -0.1203 -0.0007
0.1419 0.1968 0.0845
-0.6674 -0.3215 0.1635
-0.0156 0.1894 -0.1176
0.0022 0.2056 -0.2008



| no. | E_tot (Ha) |
| --- | --- |
| 1 | -1627.74215 |
| 2 | -1277.05964 |
| 3 | -1200.04805 |
| 4 | -2506.91939 |